Formula: C24H41Cl40F4NO3S
Source: the OMol25 dataset
Level of theory: ωB97M-V with the def2-TZVPD basis set

Last column: Mulliken charge in e.
Atoms and positions in Å:
O 1.42535 -0.97481 -4.66582  -0.400
C 2.00350 -1.90992 -4.22095  0.541
O 1.35849 -3.07125 -3.95187  -0.191
N 1.50946 -3.40512 -2.54299  -0.304
C 0.82056 -2.65801 -1.83151  0.551
S 0.12093 -1.82396 -0.74011  -0.143
O 3.37099 -1.91336 -4.05473  -0.236
C 3.89610 -1.39201 -2.88308  0.718
F 4.91231 -0.58945 -3.24171  -0.272
F 2.99744 -0.63037 -2.22592  -0.210
C 4.45159 -2.50815 -1.91708  0.542
F 5.77798 -2.29636 -1.73756  -0.323
F 4.30971 -3.72012 -2.46791  -0.225
H 3.95815 -2.42895 -0.94673  -0.025
C 0.25603 1.05158 2.23599  -0.120
Cl 0.83854 0.62389 3.84648  -0.131
Cl -0.84542 -0.15580 1.55789  -0.297
H -0.27891 1.98689 2.30413  0.166
H 1.10755 1.14457 1.57079  0.278
C 7.85670 0.58449 -4.45224  0.226
Cl 7.61139 1.12235 -6.11564  -0.160
Cl 9.45858 -0.13520 -4.22142  -0.166
H 7.77233 1.44078 -3.79432  0.273
H 7.10376 -0.15570 -4.21423  -0.154
C 10.45442 -3.48244 -3.66526  0.168
Cl 11.11251 -3.95938 -2.09763  -0.163
Cl 9.36185 -4.70856 -4.32852  -0.169
H 9.89116 -2.56672 -3.53857  -0.145
H 11.27563 -3.34176 -4.35753  0.283
C -3.20288 -0.44231 4.26750  0.646
Cl -2.62884 -0.92537 5.86894  -0.184
Cl -4.28467 -1.64707 3.55848  -0.171
H -3.74579 0.49125 4.35947  0.202
H -2.34865 -0.32848 3.61230  -0.481
C -7.29778 0.66085 2.58677  0.345
Cl -5.67175 1.27776 2.29006  -0.135
Cl -8.42634 1.96406 2.99665  -0.152
H -7.65271 0.16423 1.69195  0.301
H -7.25290 -0.02464 3.42665  -0.368
C 2.07943 4.79679 3.74279  -0.304
Cl 0.60489 4.31494 2.89867  -0.112
Cl 2.90143 3.39848 4.44913  -0.123
H 2.75077 5.26749 3.03506  0.273
H 1.80972 5.48735 4.53237  0.296
C 1.32987 -3.44639 3.46502  -0.425
Cl 1.35008 -3.06487 1.72379  -0.017
Cl 2.81981 -4.18664 4.03060  -0.107
H 1.18975 -2.51434 4.00131  0.163
H 0.50391 -4.12266 3.64730  0.372
C -8.79446 -1.01189 6.36898  -0.268
Cl -7.25903 -1.19359 5.50679  -0.099
Cl -9.98100 -2.22069 5.87098  -0.153
H -8.60487 -1.12661 7.42914  0.297
H -9.19253 -0.02718 6.15468  0.205
C 5.72372 -0.96404 3.39142  -0.366
Cl 6.24438 -1.91443 4.78880  -0.164
Cl 4.29141 -1.65486 2.62185  0.009
H 5.48720 0.03884 3.72607  0.254
H 6.52907 -0.94626 2.66709  0.285
C -10.17521 5.06838 4.21303  0.254
Cl -10.50566 6.38442 3.08388  -0.146
Cl -9.21116 5.61695 5.59210  -0.187
H -11.11750 4.68096 4.57990  0.312
H -9.61957 4.29923 3.69034  -0.206
C 2.16491 2.57994 -2.85906  0.252
Cl 1.34306 2.63476 -1.29113  -0.112
Cl 3.58856 3.62554 -2.89686  -0.175
H 2.47829 1.56007 -3.04678  -0.281
H 1.46902 2.91113 -3.61975  0.317
C 9.47702 -7.04047 -7.17574  0.162
Cl 9.30544 -6.55631 -8.86578  -0.163
Cl 11.03080 -7.83044 -6.86755  -0.176
H 9.41893 -6.15658 -6.55279  -0.127
H 8.68396 -7.73712 -6.93292  0.286
C 12.59957 -10.47279 -5.08389  0.540
Cl 11.75835 -10.49013 -3.52568  -0.175
Cl 14.34732 -10.67287 -4.89661  -0.165
H 12.22947 -11.28547 -5.70143  -0.040
H 12.40704 -9.52148 -5.56447  -0.146
C 13.15457 -13.26259 -8.20808  -0.249
Cl 14.76319 -12.62935 -8.55330  -0.136
Cl 11.98982 -11.96968 -7.86672  -0.133
H 12.80519 -13.81378 -9.07236  0.298
H 13.21235 -13.90707 -7.33923  0.243
C -13.73630 5.16105 1.35757  -0.216
Cl -14.12097 4.38134 -0.18065  -0.151
Cl -13.00486 4.03496 2.50424  -0.145
H -13.03335 5.96509 1.17270  0.204
H -14.65254 5.54493 1.78898  0.311
C -6.27757 6.62564 3.71131  1.022
Cl -6.55660 5.94831 2.10078  -0.164
Cl -4.66291 6.24092 4.32377  -0.179
H -6.39647 7.70039 3.66280  -0.429
H -7.01376 6.21312 4.38983  -0.216
C 4.95531 -6.08817 0.32676  -0.498
Cl 6.57411 -5.43614 0.05254  -0.145
Cl 3.77118 -4.83000 0.70282  0.010
H 4.63656 -6.60015 -0.57341  0.286
H 4.99734 -6.77707 1.16184  0.351
C -14.86665 5.47524 -3.87665  -0.136
Cl -16.07328 5.44366 -5.16771  -0.157
Cl -13.57993 6.64314 -4.19849  -0.149
H -15.35787 5.75064 -2.95131  0.203
H -14.42436 4.48986 -3.79308  0.240
C -9.18166 9.63302 5.40749  -0.124
Cl -8.89665 10.41205 6.96321  -0.159
Cl -7.70190 9.53512 4.43365  -0.147
H -9.53745 8.62371 5.57915  0.074
H -9.91325 10.20987 4.85528  0.289
C -5.44195 10.77350 1.87064  0.336
Cl -5.68937 10.10623 0.25330  -0.150
Cl -3.84689 10.37365 2.51978  -0.147
H -5.53673 11.85125 1.81989  0.317
H -6.18893 10.35271 2.53134  -0.310

**Gap between HOMO and LUMO**: 0.33188 Eh
**E**: -555784.78976 eV
**LUMO level**: -0.0495 Ha
**E_HOMO**: -10.4 eV